Below is a 2-piece molecular cluster, C3H6ClNO overall, with properties calculated with the ωB97M-V functional and the def2-TZVPD basis.

Last column: natural (NBO) charge in e.
Atoms and positions in Å:
1 C 1.67 1.40 0.02  -0.1433
2 C 0.93 0.25 0.23  -0.3532
3 C -0.14 -0.40 -0.32  0.4195
4 N -1.92 -1.95 -0.22  -0.5103
5 O -0.68 -1.44 0.33  -0.2763
6 Cl -2.90 0.96 0.22  -0.7733
7 H 2.43 1.68 0.75  0.2119
8 H 1.43 2.16 -0.58  0.1958
9 H 1.25 -0.25 1.09  0.2268
10 H -0.35 -0.19 -1.42  0.2307
11 H -2.22 -2.68 0.35  0.3582
12 H -2.61 -1.10 -0.13  0.4135

The value obtained for the energy relative to the best compared isomer or geometry (same formula, charge and spin) is 118.0 kcal/mol. As for the orbital gap: 6.1783 eV.

---

Below is C13H10F5NORh as an isolated structure, with properties calculated with the ωB97M-V functional and the def2-TZVPD basis.

Last column: natural (NBO) charge in e.
Atoms and positions in Å:
1 C 0.95 2.47 -2.22  -0.3672
2 C 0.25 3.03 -1.11  -0.2888
3 C -0.95 2.27 -0.91  -0.3107
4 C -1.02 1.27 -1.93  -0.3398
5 C 0.15 1.41 -2.74  -0.3090
6 Rh 0.79 0.90 -0.56  0.6458
7 N 0.89 -1.39 -1.99  -0.3210
8 C 2.59 1.28 0.14  -0.5473
9 C 1.86 2.14 0.91  -0.4786
10 H -1.73 2.48 -0.15  0.2392
11 H 0.56 3.87 -0.51  0.2198
12 H -1.83 0.54 -2.07  0.2513
13 H 0.43 0.72 -3.55  0.2288
14 H 1.93 2.76 -2.56  0.2186
15 H 1.99 3.25 0.75  0.2019
16 H 2.65 0.22 0.47  0.2040
17 H 1.72 -0.67 -1.87  0.2197
18 H 1.55 1.70 1.87  0.2425
19 H 3.12 1.41 -0.86  0.2027
20 F -2.46 -4.90 2.09  -0.3196
21 C -1.88 -3.72 1.81  0.1825
22 C -2.44 -2.88 0.85  0.2569
23 F -3.53 -3.28 0.17  -0.3146
24 C -1.90 -1.64 0.62  0.2513
25 F -2.49 -0.81 -0.28  -0.3323
26 C -0.76 -1.13 1.35  0.2855
27 O -0.38 0.05 1.27  -0.7569
28 C -0.16 -2.09 2.25  0.2121
29 F 0.99 -1.74 2.87  -0.3226
30 C -0.72 -3.33 2.49  0.2624
31 F -0.18 -4.17 3.40  -0.3166

The expectation value of S² is 6.0243. As for the orbital gap (spin up / spin down): 6.1853 / 6.3788 eV. As for the charge: -1. The multiplicity is 5.

---

Below is a 12-piece molecular cluster, C57H106O15S5 overall, with properties calculated with the ωB97M-V functional and the def2-TZVPD basis.

Last column: Mulliken charge in e.
Atoms and positions in Å:
1 C 0.28 0.47 -1.24  0.8419
2 C 1.40 1.33 -0.71  0.3216
3 O 2.11 0.77 0.42  -0.0979
4 S 1.53 0.79 1.89  0.4152
5 C 0.71 -0.77 2.09  0.1342
6 O 2.64 0.75 2.78  -0.5786
7 O 0.54 1.81 2.02  -0.1752
8 H -0.53 0.38 -0.52  -0.8323
9 H 0.60 -0.54 -1.52  0.0061
10 H -0.10 0.90 -2.17  0.1518
11 H 2.16 1.44 -1.48  -0.2848
12 H 1.03 2.33 -0.48  0.1745
13 H 0.52 -0.88 3.15  0.5219
14 H 1.37 -1.55 1.71  -0.2081
15 H -0.24 -0.67 1.57  -0.3267
16 C -6.10 1.13 3.79  -1.2872
17 C -5.65 -0.29 3.85  -0.3314
18 O -4.21 -0.30 3.77  0.0641
19 S -3.51 -1.57 3.17  1.0862
20 C -3.96 -2.75 4.43  -1.3365
21 O -4.13 -1.97 1.95  -0.6890
22 O -2.10 -1.41 3.20  -0.4386
23 H -7.19 1.24 3.78  0.4002
24 H -5.76 1.65 2.89  0.2250
25 H -5.74 1.72 4.64  0.3200
26 H -6.00 -0.79 4.76  0.3883
27 H -6.06 -0.85 3.00  0.3998
28 H -3.29 -3.60 4.25  0.4117
29 H -4.95 -3.07 4.12  0.5067
30 H -4.01 -2.31 5.41  0.2616
31 C 2.16 2.49 6.29  -1.1097
32 C 1.11 2.12 5.28  0.7796
33 O -0.10 1.64 5.97  -0.3888
34 S -1.37 2.57 5.87  1.3403
35 C -1.80 2.49 4.16  -0.1922
36 O -2.40 1.94 6.62  -0.6714
37 O -1.00 3.90 6.20  -0.6855
38 H 1.94 3.39 6.88  0.3588
39 H 3.04 2.74 5.69  0.0487
40 H 2.47 1.68 6.95  0.3651
41 H 0.94 2.88 4.52  -0.0415
42 H 1.46 1.22 4.78  -0.1009
43 H -2.75 3.01 4.07  0.4617
44 H -1.86 1.46 3.84  -0.1100
45 H -1.07 3.06 3.58  -0.1124
46 C 5.18 -0.16 -2.42  -0.9713
47 C 4.80 1.13 -3.12  -0.4955
48 O 3.72 0.85 -4.03  -0.1512
49 S 2.97 2.11 -4.65  1.1736
50 C 1.62 1.20 -5.32  -0.3220
51 O 2.51 2.94 -3.60  -0.5940
52 O 3.76 2.62 -5.73  -0.6715
53 H 4.31 -0.50 -1.85  0.0731
54 H 5.98 0.00 -1.70  0.4359
55 H 5.42 -0.92 -3.17  0.3081
56 H 4.60 1.96 -2.44  0.4183
57 H 5.69 1.48 -3.66  0.3628
58 H 2.03 0.49 -6.03  0.2656
59 H 0.97 1.92 -5.82  0.3456
60 H 1.11 0.72 -4.49  -0.1648
61 C 2.59 -2.87 -6.41  -1.3277
62 C 2.25 -2.24 -5.05  0.4567
63 O 1.49 -3.13 -4.23  -0.3039
64 S -0.07 -2.93 -4.21  1.0581
65 C -0.56 -4.49 -3.52  -0.8080
66 O -0.38 -1.86 -3.32  -0.1489
67 O -0.50 -2.90 -5.58  -0.7185
68 H 3.49 -3.48 -6.33  0.3532
69 H 2.71 -2.12 -7.19  0.3626
70 H 1.73 -3.46 -6.73  0.3521
71 H 3.20 -1.95 -4.60  0.2030
72 H 1.67 -1.33 -5.19  -0.1686
73 H -0.61 -4.40 -2.44  -0.1874
74 H 0.13 -5.23 -3.91  0.4352
75 H -1.55 -4.64 -3.94  0.4809
76 C 5.66 3.38 4.78  -0.6083
77 C 5.24 3.12 3.48  0.0749
78 C 5.51 4.06 2.49  -0.5892
79 C 6.00 5.33 2.82  -0.3849
80 C 6.52 5.52 4.10  -0.4465
81 C 6.42 4.51 5.04  -0.4066
82 H 5.65 2.62 5.55  0.4815
83 H 4.82 2.17 3.17  0.3602
84 H 5.06 3.93 1.52  0.3653
85 H 6.08 6.06 2.03  0.4154
86 H 6.98 6.48 4.31  0.3754
87 H 6.94 4.63 5.99  0.3622
88 C 0.93 -5.82 6.02  -0.7125
89 C 1.34 -5.76 4.69  -0.4478
90 C 0.82 -4.77 3.86  0.3723
91 C -0.23 -3.98 4.29  -0.1212
92 C -0.70 -4.09 5.59  -0.5532
93 C -0.08 -4.99 6.46  -0.5376
94 H 1.40 -6.60 6.62  0.3710
95 H 2.12 -6.42 4.31  0.4709
96 H 1.36 -4.51 2.96  -0.1899
97 H -0.59 -3.21 3.63  0.4935
98 H -1.35 -3.34 6.02  0.4414
99 H -0.38 -4.95 7.50  0.3783
100 C 2.85 -4.87 0.21  -0.4850
101 C 3.13 -3.51 0.24  -0.2939
102 C 3.93 -2.98 1.25  -0.3619
103 C 4.45 -3.80 2.24  -0.6671
104 C 4.20 -5.17 2.20  -0.5872
105 C 3.38 -5.69 1.21  -0.3873
106 H 2.14 -5.29 -0.49  0.3308
107 H 2.79 -2.84 -0.55  0.5756
108 H 4.05 -1.90 1.25  0.5479
109 H 5.06 -3.39 3.04  0.4405
110 H 4.61 -5.88 2.90  0.4777
111 H 3.29 -6.77 1.18  0.4284
112 C 0.94 7.54 2.55  -0.3366
113 C -0.20 7.70 1.75  -0.4824
114 C -0.69 6.60 1.07  -0.5458
115 C -0.19 5.33 1.32  -0.5999
116 C 0.89 5.17 2.18  0.5338
117 C 1.50 6.29 2.72  -0.7094
118 H 1.29 8.43 3.06  0.3770
119 H -0.67 8.67 1.67  0.3614
120 H -1.50 6.65 0.34  0.3832
121 H -0.64 4.49 0.80  0.3945
122 H 1.17 4.15 2.43  0.1759
123 H 2.26 6.16 3.48  0.3872
124 C -3.52 7.72 -7.26  -1.1115
125 C -2.73 6.61 -7.96  -0.6404
126 C -2.82 5.27 -7.26  -0.6279
127 C -2.25 5.24 -5.84  -0.8823
128 C -1.37 4.02 -5.54  -0.1730
129 C -1.02 3.96 -4.05  -0.9272
130 H -4.58 7.48 -7.27  0.2952
131 H -3.46 8.62 -7.88  0.3630
132 H -3.13 7.99 -6.28  0.3069
133 H -3.02 6.54 -9.01  0.3709
134 H -1.67 6.89 -7.98  0.3043
135 H -2.28 4.52 -7.85  0.3430
136 H -3.84 4.86 -7.27  0.3791
137 H -1.62 6.14 -5.75  0.3437
138 H -2.98 5.39 -5.04  0.4083
139 H -1.89 3.12 -5.87  0.1898
140 H -0.44 4.15 -6.10  0.3221
141 H -0.24 3.23 -3.82  -0.0183
142 H -0.71 4.96 -3.73  0.5215
143 H -1.91 3.66 -3.49  0.2472
144 C -3.61 0.97 0.42  -0.7322
145 C -3.75 1.00 -1.10  -0.2102
146 C -3.46 -0.36 -1.72  -0.0199
147 C -3.38 -0.34 -3.24  0.1386
148 C -4.67 -0.09 -3.99  -0.4283
149 C -4.49 -0.04 -5.49  -1.2660
150 H -3.77 1.97 0.85  0.4471
151 H -2.65 0.65 0.82  -0.2312
152 H -4.42 0.39 0.87  0.2099
153 H -4.76 1.36 -1.30  0.5216
154 H -3.05 1.73 -1.48  -0.1069
155 H -4.29 -1.04 -1.48  0.4383
156 H -2.53 -0.75 -1.33  -0.2601
157 H -2.59 0.37 -3.56  -0.0620
158 H -2.90 -1.27 -3.55  -0.0507
159 H -5.43 -0.84 -3.73  0.3316
160 H -5.11 0.84 -3.61  0.3048
161 H -5.35 0.37 -6.01  0.3960
162 H -3.58 0.49 -5.80  0.2341
163 H -4.35 -1.06 -5.86  0.3068
164 C 0.08 -8.73 2.44  -1.5964
165 C -0.10 -7.49 1.58  1.1316
166 C -0.95 -7.71 0.32  -1.3469
167 C -0.89 -6.47 -0.60  -0.0981
168 C -1.55 -5.25 0.07  -1.0742
169 C -0.56 -4.16 0.44  1.3657
170 H 0.62 -8.43 3.35  0.3211
171 H 0.71 -9.51 1.99  0.3523
172 H -0.85 -9.21 2.75  0.3977
173 H -0.53 -6.70 2.20  -0.0082
174 H 0.88 -7.10 1.29  -0.3463
175 H -1.97 -7.85 0.68  0.3330
176 H -0.55 -8.52 -0.30  0.3989
177 H 0.13 -6.19 -0.87  0.0742
178 H -1.40 -6.73 -1.53  0.3548
179 H -2.33 -4.81 -0.56  0.4374
180 H -2.10 -5.64 0.94  0.5940
181 H -0.38 -3.45 -0.38  -0.1734
182 H -0.95 -3.46 1.18  -0.4798
183 H 0.39 -4.56 0.77  -0.5733

The structure (SMILES) is CCOS(C)(=O)=O.CCOS(C)(=O)=O.CCOS(C)(=O)=O.CCOS(C)(=O)=O.CCOS(C)(=O)=O.c1ccccc1.c1ccccc1.c1ccccc1.c1ccccc1.CCCCCC.CCCCCC.CCCCCC. As for the orbital gap: 9.3610 eV.

---

Below is one molecule with the formula C4H6O, with properties calculated with the ωB97M-V functional and the def2-TZVPD basis.

Last column: natural (NBO) charge in e.
Atoms and positions in Å:
1 C 1.30 0.68 -0.61  -0.3938
2 C 0.67 -0.42 -0.40  -0.2077
3 C -0.74 -0.62 -0.09  -0.0125
4 C -1.12 0.11 0.94  -0.0985
5 O -1.34 0.52 -0.39  -0.4454
6 H 0.88 1.68 -0.42  0.2032
7 H 2.51 0.71 -0.72  0.2041
8 H 1.14 -1.38 -0.71  0.1898
9 H -1.01 -1.51 -0.57  0.1871
10 H -0.37 0.52 1.65  0.1953
11 H -1.92 -0.31 1.31  0.1784

The value obtained for the energy relative to the best compared isomer or geometry (same formula, charge and spin) is 80.6 kcal/mol. The structure (SMILES) is C=C[C@H]1CO1. As for the orbital gap: 10.7584 eV.

---

no.,largest force on an atom (eV/Å)
1,4.58
2,4.11
3,2.16
4,8.82